DFT (ωB97M-V/def2-TZVPD) results for 2 unconnected molecules or ions with the total composition CF3NO4.

Orbital gap (alpha / beta) (eV): 9.09 / 10.17
Energy above the lowest of the compared OMol25 structures with the same formula, charge and spin (kcal/mol): 24.6

Cartesian coordinates (Å):
1 O 1.772 1.066 -0.734
2 C -1.494 0.045 0.159
3 O -0.644 0.593 1.012
4 F -2.613 0.678 0.125
5 O 1.201 -0.481 0.722
6 N 1.889 0.059 -0.208
7 O 2.723 -0.780 -0.257
8 F -1.004 0.088 -1.155
9 F -1.830 -1.269 0.336

Cartesian forces, eV/Å:
O -0.69 2.93 -1.65
C 0.30 -2.40 -3.21
O 0.26 0.00 0.67
F -1.35 1.60 0.71
O -3.05 0.47 1.53
N -1.06 -0.37 1.84
O 4.54 -2.93 -1.78
F 0.08 -0.08 1.36
F 0.97 0.78 0.53

=====

DFT (ωB97M-V/def2-TZVPD) results for CF4 in the gas phase.

Orbital gap (eV): 16.17
Energy above the lowest of the compared OMol25 structures with the same formula, charge and spin (kcal/mol): 0.0

Cartesian coordinates (Å):
1 C 0.005 0.001 0.007
2 F -0.894 -0.956 -0.203
3 F -0.622 1.166 0.101
4 F 0.851 0.033 -1.016
5 F 0.662 -0.244 1.113

Cartesian forces, eV/Å:
C -0.36 -0.01 -0.59
F 0.16 0.12 0.06
F 0.13 -0.09 0.01
F -0.12 0.04 0.17
F 0.19 -0.05 0.35

=====

DFT (ωB97M-V/def2-TZVPD) results for a molecular structure, CF5LiNaO3P.

Orbital gap (eV): 7.07
Energy above the lowest of the compared OMol25 structures with the same formula, charge and spin (kcal/mol): 8.4

Cartesian coordinates (Å):
1 Na -2.140 1.436 -0.780
2 F 0.199 1.467 -0.573
3 F -1.500 1.961 1.139
4 F 2.065 1.179 -1.257
5 O 0.538 -0.694 0.583
6 F 1.947 1.361 1.323
7 C -0.591 -1.321 0.099
8 F 2.703 -0.386 0.132
9 Li -2.473 -2.410 -0.574
10 O -1.381 -0.682 -0.637
11 O -0.766 -2.478 0.479
12 P 1.401 0.568 0.064

Cartesian forces, eV/Å:
Na 0.51 0.27 0.89
F -0.38 -1.12 2.13
F -0.68 -0.12 -0.20
F 1.57 -0.81 0.14
O 0.08 0.74 -0.56
F -1.92 -0.27 -1.70
C -0.38 0.63 0.39
F -0.57 -0.04 -0.15
Li 0.86 0.36 0.41
O -0.56 -0.40 -0.75
O -0.24 -0.39 -0.14
P 1.73 1.15 -0.45

=====

DFT (ωB97M-V/def2-TZVPD) results for 2 unconnected molecules or ions with the total composition CF5N.

Orbital gap (alpha / beta) (eV): 8.80 / 10.70
Energy above the lowest of the compared OMol25 structures with the same formula, charge and spin (kcal/mol): 58.3

Cartesian coordinates (Å):
1 F 0.935 -1.138 -0.484
2 N -1.357 0.395 0.310
3 F -1.930 0.409 -0.931
4 F -1.644 -0.818 0.754
5 C 1.023 0.057 0.013
6 F 1.615 0.078 1.157
7 F 1.357 1.017 -0.819

Cartesian forces, eV/Å:
F 0.65 -0.35 -0.62
N 1.04 1.19 -0.16
F 0.27 -0.08 -0.05
F -0.24 -1.15 0.35
C -3.06 0.79 -0.12
F 0.78 0.22 0.44
F 0.56 -0.62 0.16

=====

DFT (ωB97M-V/def2-TZVPD) results for CF5N in the gas phase.

Orbital gap (eV): 12.91
Energy above the lowest of the compared OMol25 structures with the same formula, charge and spin (kcal/mol): 0.0

Cartesian coordinates (Å):
1 F -1.476 -0.338 0.707
2 F -0.564 -1.209 -1.013
3 C -0.352 -0.487 0.107
4 F 0.579 -1.133 0.804
5 F 1.439 0.715 -0.973
6 N 0.164 0.875 -0.391
7 F 0.376 1.536 0.779

Cartesian forces, eV/Å:
F -0.47 0.45 1.02
F 0.10 0.43 0.39
C 2.32 -0.65 -2.84
F -0.65 0.44 0.43
F -1.16 -0.39 1.07
N -0.69 -0.58 -0.44
F 0.54 0.31 0.36

=====

DFT (ωB97M-V/def2-TZVPD) results for CFN3O6 in the gas phase.

Orbital gap (eV): 11.23
Energy above the lowest of the compared OMol25 structures with the same formula, charge and spin (kcal/mol): 0.0

Cartesian coordinates (Å):
1 O 0.159 1.702 -1.033
2 O -0.813 0.170 -2.246
3 N 1.238 0.412 0.800
4 O -1.105 -1.617 1.385
5 C 0.153 -0.310 -0.091
6 O 1.047 0.447 1.955
7 O -2.130 -0.062 0.319
8 N -1.229 -0.706 0.648
9 O 2.155 0.738 0.149
10 F 0.755 -1.383 -0.591
11 N -0.229 0.609 -1.295

Cartesian forces, eV/Å:
O -0.57 2.00 -1.04
O 0.36 -0.01 0.32
N -2.06 -1.47 -1.75
O -0.31 -1.32 1.18
C -0.44 -0.91 -1.14
O -0.49 0.34 2.38
O -3.23 1.89 -0.51
N 4.60 -0.39 -0.82
O 2.38 0.66 -0.75
F -0.58 0.14 0.59
N 0.35 -0.93 1.54